Record 1
The following is a DFT calculation (ωB97M-V/def2-TZVPD) of C13H18F3N4O2Ru as an isolated structure.

```
! wB97M-V def2-TZVPD RIJCOSX def2/J DEFGRID3
* xyz 2 2
Ru 0.35 -0.02 -0.38
C -0.43 1.38 -2.68
C -0.44 2.53 -1.62
N -0.58 1.87 -0.30
C -0.19 2.39 1.04
C -0.54 1.23 1.99
C -0.81 1.28 3.34
C -1.10 0.08 3.99
C -1.17 -1.12 3.30
C -0.91 -1.11 1.94
C -1.04 -2.28 0.97
N -0.39 -1.97 -0.36
C -1.22 -2.21 -1.58
C -0.84 -1.18 -2.65
N -0.98 0.15 -2.00
N -0.59 0.04 1.36
H 0.60 1.14 -2.94
H -0.98 1.64 -3.58
H -1.27 3.22 -1.77
H 0.49 3.09 -1.66
H -1.56 1.64 -0.19
H -0.75 3.29 1.31
H 0.88 2.63 1.05
H -0.78 2.22 3.88
H -1.30 0.10 5.05
H -1.42 -2.04 3.81
H -2.10 -2.44 0.80
H -0.63 -3.21 1.38
H 0.45 -2.54 -0.42
H -2.27 -2.04 -1.30
H -1.13 -3.24 -1.92
H -1.49 -1.29 -3.52
H 0.19 -1.29 -2.99
H -1.97 0.27 -1.78
F 4.80 0.43 0.75
C 4.35 -0.41 -0.18
F 4.96 -0.17 -1.33
F 4.58 -1.66 0.21
C 2.83 -0.18 -0.32
O 2.03 -0.86 0.42
O 2.36 0.66 -1.12
*
```

Summary:
DFT total energy (hartree): -1269.62155
Energy above the lowest of the compared OMol25 structures with the same formula, charge and spin (kcal per mole): 15.93
Largest force on an atom (eV Å⁻¹): 0.7
HOMO level (spin up / spin down) (hartree): -0.5812 / -0.5919


Record 2
The following is a DFT calculation (ωB97M-V/def2-TZVPD) of C13H18IIrN3 as an isolated structure in a non-equilibrium geometry.

```
! wB97M-V def2-TZVPD RIJCOSX def2/J DEFGRID3
* xyz 2 6
C -0.05 -1.00 -3.04
C 0.60 0.39 -3.25
H 0.70 -1.78 -3.19
H -0.87 -1.04 -3.76
H -0.56 -1.28 -2.08
H 0.76 1.12 -2.41
H 1.62 0.23 -3.61
H -0.02 0.93 -3.98
Ir -0.08 0.16 -1.21
C -1.60 1.51 -1.71
H -1.12 2.34 -2.26
H -2.09 1.92 -0.82
H -2.34 1.00 -2.35
I 1.97 -1.25 -0.42
N -0.04 0.08 2.03
C -1.26 -0.42 1.55
C -2.21 -0.82 2.50
C -3.49 -1.12 2.07
C -3.72 -1.11 0.68
C -2.71 -0.83 -0.20
N -1.49 -0.41 0.23
C 0.54 1.25 1.53
C 1.13 2.09 2.48
C 1.77 3.24 2.04
C 1.81 3.50 0.67
C 1.16 2.65 -0.21
N 0.53 1.52 0.22
H 0.03 0.03 3.04
H -1.89 -0.82 3.55
H -4.28 -1.37 2.78
H -4.70 -1.35 0.27
H -2.81 -0.87 -1.29
H 1.00 1.81 3.53
H 2.22 3.93 2.75
H 2.34 4.35 0.23
H 1.16 2.78 -1.29
*
```

Summary:
DFT total energy (hartree): -1071.58401
Energy above the lowest of the compared OMol25 structures with the same formula, charge and spin (kcal per mole): 62.57
Largest force on an atom (eV Å⁻¹): 4.1
HOMO level (spin up / spin down) (hartree): -0.4456 / -0.5984


Record 3
The following is a DFT calculation (ωB97M-V/def2-TZVPD) of C13H18IN3O4P as an isolated structure in a non-equilibrium geometry.

```
! wB97M-V def2-TZVPD RIJCOSX def2/J DEFGRID3
* xyz 1 1
C -4.30 0.52 0.55
C -3.56 0.60 -0.39
N -2.57 0.95 -1.30
I -3.34 1.35 -3.18
C -1.52 0.00 -1.32
N -1.75 -1.31 -1.74
P -2.07 -2.47 -0.50
O -3.45 -2.92 -0.52
O -1.09 -3.73 -0.82
O -1.57 -1.89 0.91
N -0.32 0.36 -0.96
C -0.13 1.77 -0.52
C 1.22 2.06 0.19
C 0.99 2.19 1.73
C 2.17 1.70 2.59
O 1.75 1.67 3.97
C 0.74 -0.61 -1.07
C 1.24 -1.05 -2.30
C 2.27 -1.99 -2.38
C 2.87 -2.50 -1.22
C 2.39 -2.05 0.02
C 1.33 -1.12 0.10
H -4.99 0.52 1.38
H -2.55 -1.38 -2.38
H -0.54 -3.54 -1.60
H -1.00 -2.57 1.30
H -0.93 2.08 0.15
H -0.20 2.43 -1.40
H 1.53 3.06 -0.16
H 2.04 1.38 -0.08
H 0.09 1.62 2.03
H 0.82 3.26 1.95
H 2.49 0.68 2.30
H 3.01 2.41 2.58
H 0.89 1.24 4.00
H 0.78 -0.62 -3.20
H 2.60 -2.32 -3.36
H 3.69 -3.21 -1.26
H 2.81 -2.38 0.97
H 0.97 -0.79 1.07
*
```

Summary:
DFT total energy (hartree): -1610.18484
Largest force on an atom (eV Å⁻¹): 2.4
HOMO level (hartree): -0.4743


Record 4
The following is a DFT calculation (ωB97M-V/def2-TZVPD) of one molecule with the formula C13H18N2O4 in a non-equilibrium geometry.

```
! wB97M-V def2-TZVPD RIJCOSX def2/J DEFGRID3
* xyz 0 1
C 1.83 -0.67 -0.68
C 0.58 -1.25 0.01
C 3.10 -0.57 0.26
C 3.83 -1.97 0.05
C -1.69 -1.65 0.48
C -2.95 -2.02 -0.21
C -1.94 -0.40 1.38
C -1.56 0.97 0.76
C -2.39 1.53 -0.25
C -0.56 1.68 1.32
C -2.15 2.88 -0.62
C -0.20 2.99 0.75
C -0.86 3.45 -0.26
H 1.63 0.76 -2.22
H 0.98 1.38 -0.69
H 2.12 -1.41 -1.51
H 2.79 -0.33 1.28
H 3.51 0.95 -0.66
H 4.37 -2.09 -0.96
H 4.34 -2.29 0.99
H 2.91 -2.82 0.10
H -0.72 -1.02 -1.47
H -1.44 -2.55 0.97
H -1.36 -0.59 2.33
H -2.94 -0.51 1.69
H -3.20 0.84 -0.59
H 0.24 1.33 2.04
H -2.65 3.36 -1.53
H 0.69 3.31 1.26
H -0.77 4.54 -0.54
H -4.15 -1.66 -1.60
N 1.63 0.71 -1.22
N -0.66 -1.43 -0.55
O 0.66 -1.43 1.25
O 3.99 0.24 -0.26
O -3.57 -3.06 0.01
O -3.42 -1.17 -1.11
*
```

Summary:
DFT total energy (hartree): -916.56195
Energy above the lowest of the compared OMol25 structures with the same formula, charge and spin (kcal per mole): 90.63
Structure (SMILES): C[C@@H](O)[C@H](N)C(=O)N[C@@H](Cc1ccccc1)C(=O)O
Largest force on an atom (eV Å⁻¹): 6.8
HOMO level (hartree): -0.3445


Record 5
The following is a DFT calculation (ωB97M-V/def2-TZVPD) of C13H18N2Ru as an isolated structure in a non-equilibrium geometry.

```
! wB97M-V def2-TZVPD RIJCOSX def2/J DEFGRID3
* xyz 0 5
C 2.68 -1.02 -0.64
C 1.92 -2.09 -0.02
C 1.38 -1.59 1.21
C 1.83 -0.26 1.38
C 2.64 0.10 0.27
Ru 0.68 -0.41 -0.86
N 1.25 0.96 -2.20
C -0.17 -0.75 -2.47
C -0.37 -1.92 -1.68
H 0.80 -2.17 1.92
H 1.87 -3.11 -0.38
H 1.65 0.37 2.26
H 3.19 1.03 0.14
H 3.32 -1.12 -1.51
H 0.28 -2.81 -2.05
H -1.06 -0.15 -2.67
H 0.30 1.53 -2.26
H -1.43 -2.13 -1.44
H 0.38 -0.99 -3.40
C -2.13 -1.36 1.24
C -1.88 0.08 1.11
C -2.65 1.13 1.66
C -1.99 2.33 1.36
C -0.83 1.99 0.63
C 0.21 2.94 0.16
N -0.82 0.65 0.42
H -2.27 -1.82 0.26
H -3.03 -1.49 1.82
H -1.31 -1.86 1.75
H -3.58 0.98 2.21
H -2.27 3.36 1.61
H -0.21 3.58 -0.61
H 0.51 3.58 1.00
H 1.08 2.42 -0.23
*
```

Summary:
DFT total energy (hartree): -710.26334
Largest force on an atom (eV Å⁻¹): 7.1
HOMO level (spin up / spin down) (hartree): -0.2456 / -0.2451


Record 6
The following is a DFT calculation (ωB97M-V/def2-TZVPD) of one molecule with the formula C13H18N4O3S in a non-equilibrium geometry.

```
! wB97M-V def2-TZVPD RIJCOSX def2/J DEFGRID3
* xyz 0 1
O -2.24 -0.12 0.86
O 1.08 -2.42 -0.99
O 3.52 -1.44 2.52
N 0.04 3.18 -0.60
S -0.76 -2.06 -3.80
C -2.57 -0.14 -0.34
C 0.12 -1.83 -0.49
C 2.70 -1.58 1.62
C -0.10 4.22 0.25
C 0.70 2.09 -0.13
C 0.26 4.21 1.63
C 0.89 3.06 2.07
C 1.05 1.96 1.22
N 3.02 -2.72 0.89
N -2.08 -1.06 -1.27
N 0.36 -1.04 0.71
C -3.42 0.89 -0.96
C -1.28 -3.03 -2.31
C 1.72 0.79 1.83
C -1.22 -2.23 -1.04
C 1.77 -0.53 1.04
H 0.57 -1.86 -3.49
H -0.53 5.04 -0.27
H 0.55 1.24 -0.73
H 0.12 5.05 2.24
H 1.38 3.08 3.03
H 2.51 -2.92 0.07
H 3.84 -3.24 1.19
H -2.27 -0.80 -2.27
H -0.45 -0.59 0.98
H -3.30 1.85 -0.57
H -3.39 0.86 -2.08
H -4.48 0.69 -0.63
H -0.53 -3.82 -2.32
H -2.29 -3.51 -2.48
H 2.80 1.06 2.04
H 1.20 0.77 2.83
H -1.50 -2.92 -0.27
H 2.20 -0.22 0.03
*
```

Summary:
DFT total energy (hartree): -1349.09688
Energy above the lowest of the compared OMol25 structures with the same formula, charge and spin (kcal per mole): 41.24
Structure (SMILES): CC(=O)N[C@@H](CS)C(=O)N[C@@H](Cc1cccnc1)C(N)=O
Largest force on an atom (eV Å⁻¹): 4.6
HOMO level (hartree): -0.3429


Record 7
The following is a DFT calculation (ωB97M-V/def2-TZVPD) of C13H19AsClN2O5STa as an isolated structure.

```
! wB97M-V def2-TZVPD RIJCOSX def2/J DEFGRID3
* xyz 2 1
Ta -0.47 -0.23 0.24
N 1.97 -0.26 3.49
C 1.56 -0.36 2.25
O 0.38 -0.81 2.03
C 2.39 0.05 1.08
C 1.67 -0.35 -0.21
H 1.36 -0.51 4.26
H 2.90 0.08 3.70
H 3.41 -0.35 1.18
H 2.48 1.14 1.14
H 1.89 -1.39 -0.47
H 1.97 0.26 -1.06
O -0.32 0.24 -1.85
C -1.20 0.41 -2.73
C -2.60 0.34 -2.54
C -3.46 0.54 -3.64
C -4.81 0.48 -3.42
C -5.35 0.24 -2.16
C -4.53 0.05 -1.06
C -3.15 0.11 -1.25
O -2.32 -0.02 -0.22
N -5.72 0.69 -4.56
O -5.20 0.88 -5.64
O -6.91 0.65 -4.33
H -0.83 0.64 -3.73
H -3.08 0.73 -4.63
H -6.43 0.21 -2.06
H -4.94 -0.12 -0.08
Cl -0.30 1.92 0.95
C 0.23 -5.40 -1.23
As 0.02 -4.31 0.33
C 1.74 -3.87 1.04
C -0.98 -5.25 1.66
S -1.17 -2.59 -0.26
H 0.66 -6.36 -0.93
H 0.89 -4.90 -1.93
H -0.75 -5.56 -1.68
H 2.23 -4.80 1.35
H 1.63 -3.22 1.90
H 2.35 -3.39 0.27
H -0.50 -6.22 1.85
H -2.00 -5.41 1.30
H -1.01 -4.67 2.58
*
```

Summary:
DFT total energy (hartree): -4143.16649
Energy above the lowest of the compared OMol25 structures with the same formula, charge and spin (kcal per mole): 5.67
Largest force on an atom (eV Å⁻¹): 0.8
HOMO level (hartree): -0.5652


Record 8
The following is a DFT calculation (ωB97M-V/def2-TZVPD) of C13H19BMoN6O2S3 as an isolated structure in a non-equilibrium geometry.

```
! wB97M-V def2-TZVPD RIJCOSX def2/J DEFGRID3
* xyz 2 3
Mo 0.55 0.24 0.97
C -4.53 1.81 0.34
N -3.72 0.81 -0.33
C -4.07 0.14 -1.48
C -3.07 -0.71 -1.78
N -2.08 -0.55 -0.82
B -0.88 -1.51 -0.67
N 0.17 -1.39 -1.77
C 0.60 -2.41 -2.60
C 1.55 -1.90 -3.42
N 1.71 -0.57 -3.08
C 2.66 0.36 -3.67
C 0.87 -0.29 -2.08
S 0.73 1.22 -1.25
C -2.51 0.37 0.05
S -1.65 0.96 1.45
H -4.81 2.59 -0.37
H -3.98 2.25 1.16
H -5.44 1.35 0.73
H -5.01 0.32 -1.99
H -2.97 -1.41 -2.59
H -0.33 -1.18 0.45
H -1.25 -2.63 -0.56
H 0.20 -3.40 -2.54
H 2.12 -2.36 -4.20
H 2.98 -0.03 -4.63
H 3.53 0.47 -3.02
H 2.20 1.33 -3.80
N 0.96 -1.27 2.77
C 1.78 -2.40 2.24
C 2.68 -1.85 1.13
O 3.73 -2.30 0.82
O 2.07 -0.82 0.53
H 1.50 -0.83 3.51
H 0.12 -1.63 3.20
H 1.12 -3.15 1.81
H 2.40 -2.87 3.00
S 1.45 4.44 2.53
C 1.32 3.35 3.84
C 1.16 2.09 3.39
N 1.14 1.97 2.01
C 1.28 3.16 1.44
H 1.37 3.68 4.87
H 1.05 1.22 4.01
H 1.31 3.32 0.38
*
```

Summary:
DFT total energy (hartree): -2273.02613
Energy above the lowest of the compared OMol25 structures with the same formula, charge and spin (kcal per mole): 0.00
Largest force on an atom (eV Å⁻¹): 1.5
HOMO level (spin up / spin down) (hartree): -0.5327 / -0.5381


Record 9
The following is a DFT calculation (ωB97M-V/def2-TZVPD) of C13H19Br2Cl2O5S3V as an isolated structure in a non-equilibrium geometry.

```
! wB97M-V def2-TZVPD RIJCOSX def2/J DEFGRID3
* xyz -1 4
V 1.43 0.81 0.22
Br 0.71 2.86 1.10
C -0.16 4.46 -1.27
Br 0.55 3.28 -2.50
H 0.51 5.17 -0.82
H -1.08 4.20 -0.80
Cl 0.32 -0.25 1.97
C 1.41 -0.32 3.30
C 0.98 -0.80 4.53
C 1.88 -0.92 5.57
C 3.21 -0.57 5.38
C 3.62 -0.06 4.17
Cl 5.26 0.39 3.93
C 2.73 0.11 3.09
S 3.27 0.82 1.61
H -0.05 -1.09 4.65
H 1.56 -1.28 6.53
H 3.93 -0.69 6.18
O 1.31 -0.28 -2.70
S 2.42 -0.10 -1.76
O 3.70 -0.46 -2.28
O 2.07 -0.85 -0.51
O 2.38 1.33 -1.29
C -1.96 -3.66 -0.50
C -1.93 -2.21 -0.99
C -0.51 -1.70 -1.14
S -0.46 0.14 -1.25
O -1.49 0.54 -0.26
C -1.33 0.24 -2.90
C -2.81 0.59 -2.79
C -3.02 2.09 -2.62
H -2.99 -4.00 -0.41
H -1.48 -3.74 0.47
H -1.44 -4.30 -1.20
H -2.44 -1.56 -0.27
H -2.45 -2.14 -1.94
H 0.00 -2.07 -2.02
H 0.09 -1.97 -0.26
H -1.16 -0.72 -3.37
H -0.79 0.99 -3.47
H -3.24 0.08 -1.94
H -3.31 0.25 -3.70
H -2.61 2.41 -1.67
H -4.09 2.32 -2.64
H -2.53 2.64 -3.42
*
```

Summary:
DFT total energy (hartree): -9090.02828
Energy above the lowest of the compared OMol25 structures with the same formula, charge and spin (kcal per mole): 50.27
Largest force on an atom (eV Å⁻¹): 4.3
HOMO level (spin up / spin down) (hartree): -0.1725 / -0.1820


Record 10
The following is a DFT calculation (ωB97M-V/def2-TZVPD) of a 2-piece molecular cluster, C13H19Cl4NO4S overall in a non-equilibrium geometry.

```
! wB97M-V def2-TZVPD RIJCOSX def2/J DEFGRID3
* xyz 0 1
C 2.91 -1.42 2.68
C 2.19 -0.19 1.90
C 2.23 1.06 2.94
O 1.17 2.00 2.63
S 0.05 2.05 3.92
O -0.60 3.42 3.74
O -1.09 0.84 3.68
C -1.93 1.11 2.52
C -3.08 -0.03 2.43
N -3.40 -0.43 1.02
O 2.87 0.22 0.69
C 2.84 -0.79 -0.33
C 1.93 -0.39 -1.60
C 0.75 0.63 -1.53
C -0.10 0.90 -2.82
C 0.26 0.13 -4.15
C 1.46 -0.85 -4.23
C 2.29 -1.12 -2.94
H 2.17 -1.73 3.51
H 3.94 -1.14 3.10
H 3.04 -2.35 2.02
H 1.09 -0.42 1.64
H 3.28 1.55 2.98
H 2.06 0.58 3.98
H -2.49 2.11 2.58
H -1.32 1.06 1.55
H -2.83 -0.96 3.06
H -4.03 0.43 2.86
H -4.27 0.05 0.75
H -2.65 -0.15 0.36
H 2.47 -1.81 0.01
H 3.92 -0.91 -0.72
H 0.54 1.14 -0.53
H -0.97 1.63 -2.75
H -0.37 0.30 -5.09
H 1.74 -1.42 -5.18
H 3.16 -1.87 -2.95
C -3.84 -0.65 -4.35
Cl -2.29 0.04 -3.81
Cl -3.77 -2.42 -4.23
Cl -5.15 -0.04 -3.31
Cl -4.15 -0.17 -6.03
*
```

Summary:
DFT total energy (hartree): -3101.12981
Largest force on an atom (eV Å⁻¹): 4.8
HOMO level (hartree): -0.3179


Record 11
The following is a DFT calculation (ωB97M-V/def2-TZVPD) of C13H19FeNSi as an isolated structure in a non-equilibrium geometry.

```
! wB97M-V def2-TZVPD RIJCOSX def2/J DEFGRID3
* xyz -2 5
C 0.45 0.06 -3.66
C 0.21 1.36 -3.11
C -0.93 1.27 -2.24
C -1.40 -0.08 -2.23
C -0.55 -0.84 -3.12
Fe 0.58 -0.15 -1.75
C 2.31 1.03 -1.21
C 3.19 0.00 -1.60
C 4.13 -0.62 -2.23
N 0.83 -1.76 -1.54
H -1.40 2.11 -1.74
H 0.73 2.28 -3.36
H -2.28 -0.44 -1.71
H -0.70 -1.88 -3.38
H 1.17 -0.18 -4.44
H 2.20 2.14 -1.83
H 1.76 -2.40 -2.16
H 2.05 1.25 -0.18
H 5.34 -0.14 -2.37
H 4.17 -1.81 -2.42
C -0.82 1.37 3.98
Si -1.33 -0.06 2.88
C -0.90 -1.67 3.72
C -3.18 0.03 2.58
C -0.48 0.02 1.23
C 0.07 -0.03 0.14
H -1.33 1.34 4.96
H -1.08 2.32 3.50
H 0.26 1.36 4.16
H -1.36 -1.77 4.72
H -1.23 -2.52 3.11
H 0.19 -1.75 3.84
H -3.40 0.96 2.02
H -3.49 -0.81 1.95
H -3.79 0.02 3.49
*
```

Summary:
DFT total energy (hartree): -2114.26853
Energy above the lowest of the compared OMol25 structures with the same formula, charge and spin (kcal per mole): 56.21
Largest force on an atom (eV Å⁻¹): 8.0
HOMO level (spin up / spin down) (hartree): 0.1036 / 0.0009


Record 12
The following is a DFT calculation (ωB97M-V/def2-TZVPD) of a 2-piece molecular cluster, C13H19N overall in a non-equilibrium geometry.

```
! wB97M-V def2-TZVPD RIJCOSX def2/J DEFGRID3
* xyz 0 1
C -4.50 1.62 -0.34
C -5.26 2.95 -0.60
C -3.04 2.08 0.11
C -5.20 0.71 0.65
H -4.46 1.18 -1.34
H -5.47 3.47 0.32
H -3.21 2.69 0.99
H -2.43 1.19 0.26
H -2.52 2.59 -0.73
H -6.00 1.27 1.18
H -5.81 -0.14 0.36
H -4.58 0.40 1.49
H -6.10 2.66 -1.24
H -4.71 3.63 -1.27
C 4.13 0.89 0.95
C 1.71 -1.17 -0.83
C 2.34 -0.76 0.37
C 3.23 0.32 -0.04
C 3.04 0.51 -1.37
C 0.86 -2.28 -0.83
C 0.59 -2.84 0.40
C 1.23 -2.43 1.59
C 2.10 -1.35 1.60
N 2.10 -0.37 -1.88
H 0.46 -2.62 -1.79
H -0.17 -3.62 0.56
H 2.06 -0.55 -2.86
H 1.12 -3.03 2.47
H 3.62 1.18 -1.98
H 2.33 -0.95 2.57
H 4.72 1.77 0.68
H 4.76 0.17 1.50
H 3.56 1.32 1.79
*
```

Summary:
DFT total energy (hartree): -561.47551
Energy above the lowest of the compared OMol25 structures with the same formula, charge and spin (kcal per mole): 29.64
Structure (SMILES): Cc1c[nH]c2ccccc12.CC(C)C
Largest force on an atom (eV Å⁻¹): 2.5
HOMO level (hartree): -0.2890


Q: largest force on an atom of number 9 (C13H19Br2Cl2O5S3V)?
A: 4.3 eV Å⁻¹


Copy entry 1 word for word.
The following is a DFT calculation (ωB97M-V/def2-TZVPD) of C13H18F3N4O2Ru as an isolated structure.

```
! wB97M-V def2-TZVPD RIJCOSX def2/J DEFGRID3
* xyz 2 2
Ru 0.35 -0.02 -0.38
C -0.43 1.38 -2.68
C -0.44 2.53 -1.62
N -0.58 1.87 -0.30
C -0.19 2.39 1.04
C -0.54 1.23 1.99
C -0.81 1.28 3.34
C -1.10 0.08 3.99
C -1.17 -1.12 3.30
C -0.91 -1.11 1.94
C -1.04 -2.28 0.97
N -0.39 -1.97 -0.36
C -1.22 -2.21 -1.58
C -0.84 -1.18 -2.65
N -0.98 0.15 -2.00
N -0.59 0.04 1.36
H 0.60 1.14 -2.94
H -0.98 1.64 -3.58
H -1.27 3.22 -1.77
H 0.49 3.09 -1.66
H -1.56 1.64 -0.19
H -0.75 3.29 1.31
H 0.88 2.63 1.05
H -0.78 2.22 3.88
H -1.30 0.10 5.05
H -1.42 -2.04 3.81
H -2.10 -2.44 0.80
H -0.63 -3.21 1.38
H 0.45 -2.54 -0.42
H -2.27 -2.04 -1.30
H -1.13 -3.24 -1.92
H -1.49 -1.29 -3.52
H 0.19 -1.29 -2.99
H -1.97 0.27 -1.78
F 4.80 0.43 0.75
C 4.35 -0.41 -0.18
F 4.96 -0.17 -1.33
F 4.58 -1.66 0.21
C 2.83 -0.18 -0.32
O 2.03 -0.86 0.42
O 2.36 0.66 -1.12
*
```

Summary:
DFT total energy (hartree): -1269.62155
Energy above the lowest of the compared OMol25 structures with the same formula, charge and spin (kcal per mole): 15.93
Largest force on an atom (eV Å⁻¹): 0.7
HOMO level (spin up / spin down) (hartree): -0.5812 / -0.5919